Formula: C64H53N8O2PRb
Source: the Open Molecules 2025 dataset
Level of theory: ωB97M-V with the def2-TZVPD basis set

Structure (XYZ):
```
129
C64H53N8O2PRb ωB97M-V with the def2-TZVPD basis set
Rb 1.40307 0.36994 -0.44928
O 0.66425 -1.93076 1.73894
C 1.21353 -2.31381 2.85695
C 0.54391 -3.20917 3.71874
C 1.08585 -3.60413 4.92650
C 2.32137 -3.10848 5.33705
C 2.98647 -2.22251 4.50543
C 2.47950 -1.82067 3.26783
C 3.35902 -0.91199 2.49345
N 3.45337 -0.78451 1.23699
C 4.55877 0.04163 0.75381
C 4.18999 1.04703 -0.34046
N 4.04090 0.37242 -1.62050
C 3.78860 1.03056 -2.68719
C 3.48167 2.44524 -2.93887
C 3.97555 2.98062 -4.14023
C 3.75633 4.28692 -4.51868
C 2.97633 5.09742 -3.67115
C 2.42492 4.59521 -2.52128
C 2.60328 3.23009 -2.10862
O 1.96636 2.74997 -1.12123
H -0.42319 -3.57977 3.39447
H 0.54206 -4.29777 5.55830
H 2.75523 -3.40615 6.28320
H 3.94579 -1.81947 4.81876
H 4.05932 -0.35714 3.13911
H 5.28876 -0.64628 0.31787
H 5.04745 0.57635 1.58242
H 5.00354 1.77747 -0.40975
H 3.29972 1.61786 -0.06581
H 3.85772 0.42524 -3.59927
H 4.56820 2.33321 -4.78184
H 4.16983 4.67717 -5.43974
H 2.78588 6.13000 -3.94681
H 1.78408 5.20548 -1.89404
C -2.13553 -4.19859 0.24374
N -1.10217 -3.54054 -0.54057
C -0.52121 -2.30752 -0.31822
N 0.43850 -2.11466 -1.19104
C 0.51451 -3.22143 -1.98327
C -0.44016 -4.12825 -1.61366
C -0.76170 -5.47690 -2.11377
C -2.03876 -5.79301 -2.57891
C -2.32853 -7.06602 -3.05164
C -1.33925 -8.04010 -3.07971
C -0.06149 -7.73208 -2.63045
C 0.22298 -6.46373 -2.14608
C 1.53776 -3.28662 -3.04254
C 1.36737 -4.03584 -4.20695
C 2.36252 -4.07227 -5.17418
C 3.53787 -3.35164 -4.99780
C 3.70725 -2.59227 -3.84703
C 2.71942 -2.56208 -2.87522
P -1.14584 -1.36889 1.18072
C -0.60519 0.16175 2.11481
N 0.40570 0.99484 2.02129
C 0.38624 1.79683 3.12934
C -0.67763 1.46693 3.92442
N -1.30840 0.41685 3.27490
C -2.44517 -0.32492 3.80109
C -1.10225 1.98177 5.23967
C -0.22666 1.91640 6.32277
C -0.59381 2.42434 7.56033
C -1.84712 2.99636 7.73840
C -2.72888 3.06340 6.66803
C -2.35551 2.56511 5.42682
C 1.40425 2.84810 3.30645
C 1.17172 4.00200 4.05433
C 2.16303 4.96266 4.19694
C 3.39831 4.79392 3.58457
C 3.63201 3.65525 2.82466
C 2.64564 2.69174 2.69224
C -2.04922 -0.22491 -0.05067
N -1.30359 0.47793 -0.87912
C -2.14860 1.18415 -1.69493
C -3.45334 0.90877 -1.34938
N -3.36755 0.00777 -0.29744
C -4.46799 -0.65971 0.36935
C -4.71721 1.35245 -1.95675
C -5.79530 1.80376 -1.19359
C -6.96296 2.24794 -1.80005
C -7.07001 2.26332 -3.18299
C -6.00087 1.82259 -3.95485
C -4.84219 1.36432 -3.34895
C -1.61437 2.12662 -2.70024
C -0.44420 1.82396 -3.40078
C 0.08773 2.72679 -4.30862
C -0.54692 3.93882 -4.54036
C -1.70954 4.24986 -3.84948
C -2.23477 3.35300 -2.92899
H -2.04169 -3.91158 1.28588
H -2.01819 -5.27531 0.15493
H -3.13567 -3.92826 -0.10211
H -2.80479 -5.02545 -2.58160
H -3.32521 -7.29325 -3.41039
H -1.56184 -9.03256 -3.45228
H 0.71652 -8.48558 -2.65233
H 1.21866 -6.21863 -1.79554
H 0.44357 -4.57955 -4.36839
H 2.21262 -4.65544 -6.07519
H 4.31221 -3.37835 -5.75506
H 4.61326 -2.01561 -3.69899
H 2.85898 -1.96382 -1.98288
H -2.63847 0.00680 4.81628
H -2.23071 -1.38995 3.80958
H -3.33899 -0.15530 3.19964
H 0.74910 1.46775 6.17867
H 0.09898 2.36901 8.39099
H -2.13372 3.39146 8.70554
H -3.70490 3.51571 6.79541
H -3.03323 2.64083 4.58357
H 0.20333 4.16473 4.51125
H 1.96298 5.85504 4.77810
H 4.16774 5.54893 3.68864
H 4.58324 3.52174 2.32245
H 2.81942 1.80359 2.10019
H -5.16658 -1.07015 -0.35923
H -5.01410 0.01748 1.02680
H -4.05423 -1.46872 0.96769
H -5.71161 1.83117 -0.11353
H -7.78613 2.59818 -1.18907
H -7.97456 2.62449 -3.65593
H -6.07338 1.83035 -5.03534
H -4.01134 1.01676 -3.95120
H 0.05286 0.87355 -3.23357
H 1.01734 2.49948 -4.81693
H -0.11562 4.64846 -5.23591
H -2.19724 5.20549 -4.00453
H -3.12493 3.61093 -2.36731
```

Computed properties:
- Total charge: -1
- Maximum force: 0.018 hartree/bohr
- Energy: -3424.72527 hartree
- E_HOMO: -4.2 eV

=====

Formula: C64H61BaN5P3
Source: the Open Molecules 2025 dataset
Level of theory: ωB97M-V with the def2-TZVPD basis set

Structure (XYZ):
```
134
C64H61BaN5P3 ωB97M-V with the def2-TZVPD basis set
Ba -0.22245 -1.00754 0.05682
C 2.32329 -3.57711 0.93643
C 2.32115 -2.94699 2.33863
C 0.99835 -3.05360 3.05799
C 0.87287 -3.79658 4.22322
C -0.35117 -3.85046 4.86762
C -1.42706 -3.16602 4.32238
C -1.22030 -2.46388 3.14849
N -0.03988 -2.39892 2.52935
N 2.10443 -2.58736 -0.12450
C 1.54253 -3.14906 -1.36079
C 0.34644 -4.07660 -1.21133
C 0.44678 -5.38172 -1.68455
C -0.64881 -6.21985 -1.59965
C -1.82081 -5.73745 -1.03703
C -1.84187 -4.43279 -0.58589
N -0.78744 -3.61520 -0.67403
C 3.33867 -1.84649 -0.40181
C 3.23054 -0.49818 -1.10350
C 4.33387 -0.05093 -1.82313
C 4.31114 1.21946 -2.36983
C 3.17344 1.99921 -2.21017
C 2.10711 1.46445 -1.51585
N 2.13734 0.25016 -0.94818
H 1.52380 -4.31606 0.87987
H 3.25803 -4.12926 0.76685
H 2.58132 -1.88647 2.25740
H 3.08931 -3.41803 2.95295
H 1.73499 -4.31324 4.62447
H -0.46603 -4.41422 5.78422
H -2.40148 -3.17656 4.78958
H -2.03750 -1.91654 2.68123
H 2.30501 -3.71725 -1.91181
H 1.29238 -2.31500 -2.03457
H 1.37463 -5.72739 -2.12086
H -0.58991 -7.23558 -1.96841
H -2.70294 -6.35618 -0.95335
H -2.73841 -4.00447 -0.15136
H 4.03775 -2.47000 -0.97893
H 3.83150 -1.67023 0.55835
H 5.19768 -0.69216 -1.94327
H 5.16357 1.59446 -2.92123
H 3.10410 2.99098 -2.63480
H 1.18072 2.01597 -1.39580
C -0.89212 0.70986 -6.24934
C -0.97834 1.87857 -5.30160
C -0.91157 3.15862 -5.85631
C -0.99380 4.30354 -5.08407
C -1.15125 4.19330 -3.70867
C -1.19659 2.93517 -3.14008
C -1.11162 1.76984 -3.91051
P -1.26181 0.26620 -2.87361
C -0.28112 -1.02086 -3.77661
C 1.02255 -0.59085 -4.06844
C 1.96979 -1.42436 -4.63077
C 1.62902 -2.74269 -4.91040
C 0.35426 -3.18666 -4.61149
C -0.61809 -2.35750 -4.04200
C -1.97158 -2.96797 -3.78533
C -2.99894 -0.15678 -2.80961
C -3.76886 -0.35203 -3.96451
C -5.03343 -0.88854 -3.91394
C -5.54159 -1.24848 -2.65339
C -4.84011 -1.00017 -1.50481
C -3.55727 -0.37172 -1.51063
C -2.93205 0.00018 -0.28807
H -1.32999 0.98435 -7.20891
H -1.40490 -0.17395 -5.87942
H 0.14679 0.42261 -6.42681
H -0.80835 3.25159 -6.93140
H -0.95005 5.27719 -5.55499
H -1.24727 5.07764 -3.09068
H -1.33100 2.83575 -2.06669
H 1.28887 0.44122 -3.86191
H 2.95926 -1.04763 -4.85896
H 2.34835 -3.41483 -5.36158
H 0.08609 -4.21488 -4.82902
H -1.88253 -4.05563 -3.76692
H -2.67866 -2.70211 -4.57214
H -2.41991 -2.63248 -2.85332
H -3.34829 -0.09334 -4.93017
H -5.61322 -1.03801 -4.81432
H -6.52516 -1.70018 -2.58583
H -5.28465 -1.23362 -0.54272
H -3.58114 -0.00106 0.58312
H -2.27107 0.86375 -0.33888
N 0.39494 2.32836 2.72202
P 1.33008 0.92458 2.85221
C 3.03998 1.55417 2.96703
C 3.46269 2.34548 4.03572
C 4.75120 2.85226 4.06225
C 5.63514 2.56303 3.02967
C 5.22739 1.77106 1.96833
C 3.93075 1.27186 1.93806
C 1.09093 0.41323 4.59588
C 0.09727 0.94620 5.41059
C -0.06921 0.48450 6.71121
C 0.75693 -0.50923 7.20956
C 1.75938 -1.03955 6.40643
C 1.92236 -0.58337 5.11056
P -0.64909 2.48927 1.36651
C -0.58740 4.28218 1.11982
C -0.09250 4.78085 -0.08148
C 0.00193 6.15237 -0.28695
C -0.39333 7.02702 0.71121
C -0.88472 6.53848 1.91657
C -0.98616 5.17354 2.11943
C -2.30248 2.24556 2.09965
C -3.41724 2.96422 1.68028
C -4.67974 2.64102 2.15723
C -4.84194 1.59284 3.05028
C -3.73723 0.86052 3.46623
C -2.47835 1.18420 2.98559
H 0.71008 3.17493 3.18331
H 2.78856 2.55033 4.86017
H 5.07199 3.46687 4.89351
H 6.64379 2.95478 3.05657
H 5.91472 1.54529 1.16229
H 3.60505 0.67483 1.09844
H -0.54628 1.72810 5.02881
H -0.84277 0.91107 7.33718
H 0.63111 -0.86324 8.22470
H 2.41822 -1.80487 6.79800
H 2.72454 -0.98731 4.50024
H 0.22807 4.09639 -0.85837
H 0.38663 6.53551 -1.22365
H -0.32135 8.09524 0.55195
H -1.19692 7.22515 2.69278
H -1.39656 4.79452 3.04877
H -3.30685 3.77868 0.97428
H -5.54086 3.20638 1.82544
H -5.82864 1.34499 3.41977
H -3.85682 0.04036 4.16402
H -1.62261 0.60497 3.31239
```

Computed properties:
- Total charge: +1
- Maximum force: 0.024 hartree/bohr
- Energy: -3798.68897 hartree
- E_HOMO: -7.6 eV

=====

Formula: C64H63CsFN3O2P2S2
Source: the Open Molecules 2025 dataset
Level of theory: ωB97M-V with the def2-TZVPD basis set

Structure (XYZ):
```
138
C64H63CsFN3O2P2S2 ωB97M-V with the def2-TZVPD basis set
Cs -0.06609 -1.19667 0.90709
C -0.38886 -5.84499 4.15233
C -1.56496 -5.06931 3.55634
C -1.35529 -3.56558 3.73097
C -1.90544 -5.50306 2.13742
C -3.01640 -6.32548 1.99033
C -3.44992 -6.74877 0.74833
C -2.77248 -6.30711 -0.37361
C -1.65712 -5.48438 -0.28401
C -1.06335 -4.98917 -1.59290
C 0.37146 -5.43502 -1.87066
C -1.18932 -3.47292 -1.73648
C -1.17236 -5.10386 0.99423
N -0.07103 -4.26376 1.12734
C 1.13257 -4.80731 1.27460
C 1.44992 -6.19556 1.25410
C 2.73684 -6.67066 1.39888
C 3.81818 -5.81890 1.57924
C 3.56081 -4.44751 1.60992
C 2.27904 -3.99414 1.46628
F 2.08287 -2.61968 1.50631
H -0.25856 -5.57864 5.20435
H 0.53893 -5.61971 3.62838
H -0.55400 -6.92148 4.08765
H -2.45103 -5.33567 4.14866
H -0.42152 -3.28371 3.25249
H -1.30713 -3.30927 4.79191
H -2.16139 -2.98852 3.27582
H -3.56201 -6.62230 2.88084
H -4.32208 -7.38432 0.65282
H -3.12475 -6.59152 -1.36029
H -1.68723 -5.43694 -2.37801
H 1.08363 -4.92421 -1.22642
H 0.64068 -5.18965 -2.89925
H 0.48918 -6.50888 -1.71721
H -0.63901 -3.01312 -0.91933
H -2.22778 -3.14150 -1.68521
H -0.74694 -3.13749 -2.67591
H 0.63538 -6.89452 1.10638
H 2.89890 -7.74278 1.35988
H 4.82750 -6.19482 1.67780
H 4.35018 -3.71795 1.73522
C -0.36542 -0.01834 6.06313
C -1.67606 -0.44070 6.24104
C -2.53020 -0.46315 5.16166
C -2.08647 -0.04013 3.89185
N -0.80844 0.33571 3.73678
C 0.00553 0.34499 4.78110
C -2.98660 -0.03558 2.69485
C -4.30928 -0.47965 2.87816
C -5.15983 -0.64248 1.80391
C -4.70610 -0.30378 0.53598
C -3.44021 0.23898 0.39209
C -2.50667 0.39106 1.43194
H 0.34828 0.00467 6.87520
H -2.02268 -0.76925 7.21437
H -3.53498 -0.82830 5.29900
H 1.02767 0.65423 4.57569
H -4.70222 -0.70894 3.86021
H -6.16359 -1.02382 1.95492
H -5.34784 -0.44451 -0.32866
H -3.17289 0.57004 -0.61274
C 1.88154 7.87668 2.85088
S 0.42382 7.02202 3.48025
C 0.78186 5.37712 2.81648
C -0.45319 4.49309 2.82904
C -0.16306 3.09482 2.29976
N 0.11666 3.05961 0.83445
P -1.45773 3.01494 0.06499
C -1.64142 4.78658 -0.45466
C -2.95997 5.20652 -0.63345
C -3.26292 6.51758 -0.95433
C -2.24719 7.45482 -1.06953
C -0.93525 7.06505 -0.84945
C -0.63935 5.74621 -0.54374
C -1.23012 2.16142 -1.55580
C -0.75100 0.85779 -1.69912
C -0.70366 0.24823 -2.94256
C -1.18292 0.89567 -4.07209
C -1.69387 2.17328 -3.94378
C -1.70139 2.79734 -2.70466
P 1.42910 1.95427 0.56110
C 2.79436 2.89111 1.37938
C 3.22438 4.14395 0.95229
C 4.25004 4.80094 1.61025
C 4.86631 4.20921 2.70501
C 4.45094 2.96154 3.13745
C 3.41905 2.30847 2.47533
C 1.96547 2.20705 -1.17172
C 1.61044 3.26473 -2.00268
C 2.09926 3.33653 -3.29519
C 2.94249 2.34591 -3.77940
C 3.27732 1.27182 -2.97347
C 2.78630 1.20363 -1.67955
H 1.83872 8.91124 3.18425
H 1.89484 7.85906 1.76116
H 2.79854 7.42532 3.22820
H 1.59032 4.91489 3.39012
H 1.13656 5.50144 1.79744
H -1.25924 4.96186 2.25721
H -0.82384 4.39122 3.85397
H -0.99365 2.41346 2.51194
H 0.69808 2.69727 2.84692
H -3.76129 4.48431 -0.51674
H -4.29553 6.81178 -1.09992
H -2.47850 8.48638 -1.30462
H -0.13583 7.79428 -0.91060
H 0.38041 5.46526 -0.33509
H -0.37487 0.25089 -0.88176
H -0.24945 -0.73222 -3.03179
H -1.13373 0.40565 -5.03513
H -2.06825 2.70610 -4.81002
H -2.07495 3.80884 -2.65071
H 2.75648 4.60118 0.08918
H 4.57824 5.77222 1.26225
H 5.67532 4.72010 3.21341
H 4.92932 2.49048 3.98650
H 3.09115 1.33182 2.81234
H 0.90519 4.00105 -1.66095
H 1.79275 4.15317 -3.93706
H 3.29861 2.38573 -4.80141
H 3.85254 0.44408 -3.36287
H 3.00522 0.32366 -1.08528
O 0.22658 0.25880 -9.65530
C 0.70848 -0.98270 -9.32629
O 0.79318 -1.80913 -10.20652
C 1.07688 -1.19520 -7.92692
C 1.16315 -0.16977 -6.96912
C 1.51166 -0.43627 -5.66951
C 1.79127 -1.74852 -5.22197
S 2.20354 -2.06136 -3.59336
C 1.71263 -2.76539 -6.19876
C 1.37384 -2.49956 -7.49999
H 0.13688 0.77600 -8.84788
H 0.98620 0.87276 -7.22632
H 1.57608 0.37150 -4.95250
H 1.92671 -3.77990 -5.88930
H 1.32137 -3.29991 -8.22579
```

Computed properties:
- Total charge: -2
- Maximum force: 0.022 hartree/bohr
- Energy: -4390.49337 hartree
- E_HOMO: -2.1 eV